130
Properties=species:S:1:pos:R:3 method="wB97M-V/def2-TZVPD" mol_weight_g_mol=1020.890 de_lowest_kcal_mol=0.0 total_energy_ha=-3817.58394
C -0.348 -1.331 0.248
C -0.075 0.132 -0.018
C -0.728 1.116 0.981
O 0.341 2.045 1.238
C 1.518 1.555 0.848
O 2.580 2.066 0.964
O 1.323 0.357 0.251
H -1.392 -1.567 0.016
H -0.191 -1.659 1.276
H 0.308 -1.943 -0.369
H -0.310 0.413 -1.047
H -1.015 0.718 1.957
H -1.625 1.557 0.557
C -2.121 6.496 0.434
C -2.418 5.552 1.569
C -1.228 4.780 2.167
O -1.259 5.159 3.541
C -2.250 6.038 3.786
O -2.439 6.543 4.816
O -2.988 6.230 2.689
H -1.499 6.019 -0.325
H -1.569 7.360 0.811
H -3.045 6.809 -0.044
H -3.153 4.805 1.258
H -0.329 5.121 1.652
H -1.373 3.714 2.071
C -5.493 0.038 0.283
C -5.408 -1.309 0.952
C -4.759 -2.443 0.151
O -3.836 -3.028 1.093
C -3.814 -2.326 2.245
O -3.092 -2.539 3.162
O -4.622 -1.269 2.143
H -4.510 0.501 0.201
H -6.112 0.707 0.881
H -5.989 -0.042 -0.685
H -6.432 -1.584 1.237
H -4.132 -2.040 -0.651
H -5.442 -3.193 -0.232
C -0.793 -4.724 1.719
C -0.976 -5.332 0.341
C -2.409 -5.819 0.035
O -2.823 -5.007 -1.083
C -1.837 -4.152 -1.422
O -1.982 -3.258 -2.183
O -0.771 -4.289 -0.621
H -1.655 -4.100 1.930
H 0.108 -4.120 1.767
H -0.721 -5.536 2.444
H -0.317 -6.193 0.206
H -3.006 -5.571 0.913
H -2.451 -6.854 -0.282
C 5.953 3.614 1.243
C 6.340 3.662 -0.220
C 5.955 2.422 -1.024
O 5.356 2.967 -2.214
C 4.960 4.234 -1.985
O 4.249 4.851 -2.687
O 5.491 4.681 -0.832
H 6.524 2.858 1.790
H 4.891 3.428 1.379
H 6.201 4.567 1.714
H 7.376 3.949 -0.416
H 5.244 1.771 -0.506
H 6.794 1.776 -1.292
C 1.864 -1.631 3.537
C 3.194 -1.512 2.839
C 4.354 -2.323 3.473
O 4.868 -3.122 2.395
C 4.088 -2.959 1.308
O 4.144 -3.651 0.359
O 3.224 -1.958 1.461
H 1.404 -2.607 3.374
H 1.168 -0.861 3.199
H 1.980 -1.448 4.607
H 3.472 -0.455 2.792
H 4.094 -3.001 4.289
H 5.080 -1.620 3.886
C 2.477 -2.629 -2.349
C 3.290 -3.872 -2.635
C 2.571 -5.214 -2.387
O 2.404 -5.785 -3.676
C 3.027 -5.033 -4.606
O 3.104 -5.276 -5.756
O 3.551 -3.914 -4.059
H 1.486 -2.790 -2.777
H 2.944 -1.729 -2.742
H 2.403 -2.484 -1.270
H 4.253 -3.915 -2.133
H 1.632 -5.084 -1.839
H 3.188 -5.786 -1.688
C 2.757 1.303 -3.660
C 1.839 2.511 -3.673
C 0.798 2.559 -4.799
O -0.468 2.695 -4.156
C -0.295 2.705 -2.818
O -1.148 2.947 -2.050
O 0.982 2.470 -2.501
H 2.182 0.390 -3.821
H 3.358 1.258 -2.758
H 3.481 1.453 -4.468
H 2.450 3.415 -3.615
H 0.824 1.633 -5.376
H 0.964 3.419 -5.441
C -1.027 -0.775 -4.408
C -2.510 -0.554 -4.456
C -3.203 -0.642 -3.089
O -3.804 0.639 -2.915
C -3.555 1.422 -3.982
O -3.941 2.514 -4.105
O -2.792 0.784 -4.889
H -0.512 -0.767 -5.376
H -0.761 -1.752 -3.996
H -0.499 -0.006 -3.835
H -2.934 -1.237 -5.189
H -2.567 -0.888 -2.244
H -3.994 -1.392 -3.145
C -1.322 0.069 5.191
C -2.671 0.643 4.855
C -2.906 2.115 5.258
O -3.137 2.789 4.014
C -3.190 1.915 3.000
O -3.506 2.196 1.887
O -2.816 0.703 3.415
H -0.534 0.635 4.692
H -1.272 -1.000 5.020
H -1.170 0.284 6.256
H -3.486 0.003 5.192
H -1.963 2.572 5.570
H -3.691 2.244 5.993

130
Properties=species:S:1:pos:R:3 method="wB97M-V/def2-TZVPD" mol_weight_g_mol=1020.890 de_lowest_kcal_mol=36.2 total_energy_ha=-3817.52622
C 2.547 -0.499 -5.073
C 1.181 -0.721 -4.483
C 0.044 -0.001 -5.283
O -0.815 -1.026 -5.704
C -0.471 -2.187 -5.141
O -1.109 -3.185 -5.143
O 0.714 -2.060 -4.497
H 3.325 -0.951 -4.452
H 2.841 0.550 -5.004
H 2.644 -0.796 -6.116
H 1.112 -0.366 -3.453
H 0.479 0.569 -6.106
H -0.428 0.738 -4.633
C 5.080 6.022 1.248
C 4.522 5.160 2.373
C 3.229 5.631 3.003
O 2.418 4.455 3.014
C 3.010 3.464 2.350
O 2.567 2.365 2.211
O 4.197 3.875 1.833
H 4.542 5.906 0.310
H 6.126 5.792 1.058
H 4.968 7.062 1.568
H 5.290 5.082 3.150
H 2.738 6.355 2.346
H 3.357 6.073 3.987
C -2.597 -5.735 1.645
C -3.666 -6.647 1.097
C -5.054 -5.963 0.941
O -5.408 -6.359 -0.379
C -4.368 -6.914 -1.039
O -4.368 -7.346 -2.140
O -3.304 -7.028 -0.220
H -1.597 -6.155 1.537
H -2.717 -5.361 2.663
H -2.606 -4.837 1.019
H -3.811 -7.574 1.659
H -4.990 -4.877 1.004
H -5.726 -6.372 1.692
C -4.360 2.474 -0.939
C -4.700 2.339 -2.409
C -3.988 3.372 -3.309
O -3.510 2.595 -4.379
C -3.740 1.286 -4.177
O -3.348 0.417 -4.880
O -4.371 1.086 -2.987
H -4.421 3.533 -0.669
H -3.316 2.232 -0.716
H -4.994 1.889 -0.278
H -5.768 2.568 -2.458
H -3.192 3.896 -2.777
H -4.716 4.112 -3.640
C 4.814 -1.329 -1.462
C 3.511 -1.791 -0.829
C 2.572 -2.553 -1.800
O 2.202 -3.729 -1.120
C 2.928 -3.851 0.008
O 2.868 -4.781 0.741
O 3.760 -2.797 0.154
H 4.712 -0.433 -2.077
H 5.183 -2.069 -2.180
H 5.581 -1.178 -0.705
H 3.023 -0.902 -0.429
H 3.134 -2.767 -2.713
H 1.660 -2.011 -2.034
C -0.142 -4.436 4.544
C -0.161 -5.856 5.070
C -1.608 -6.395 5.319
O -1.634 -7.588 4.564
C -0.478 -7.804 3.909
O -0.269 -8.744 3.219
O 0.345 -6.757 4.106
H -0.468 -4.255 3.518
H 0.849 -3.976 4.530
H -0.765 -3.800 5.180
H 0.447 -5.898 5.975
H -2.344 -5.695 4.920
H -1.831 -6.603 6.364
C -3.098 -1.638 5.248
C -3.936 -1.181 4.068
C -3.627 0.126 3.344
O -3.575 -0.228 1.984
C -3.701 -1.573 1.826
O -3.706 -2.161 0.799
O -3.864 -2.153 3.028
H -3.383 -2.654 5.505
H -3.333 -1.008 6.111
H -2.034 -1.491 5.067
H -4.967 -1.028 4.411
H -2.662 0.493 3.721
H -4.349 0.918 3.535
C -0.438 0.684 -0.568
C 0.352 0.032 0.549
C -0.301 0.044 1.929
O -0.468 -1.303 2.274
C -0.068 -2.124 1.298
O -0.144 -3.311 1.337
O 0.368 -1.391 0.231
H -1.501 0.429 -0.607
H -0.041 0.491 -1.563
H -0.410 1.771 -0.435
H 1.381 0.381 0.531
H -1.214 0.643 1.884
H 0.357 0.493 2.677
C -0.828 4.782 0.790
C 0.179 4.687 -0.328
C -0.331 5.187 -1.666
O 0.681 6.064 -2.132
C 1.457 6.430 -1.118
O 2.281 7.293 -1.125
O 1.238 5.616 -0.060
H -1.609 4.017 0.751
H -1.294 5.770 0.796
H -0.395 4.609 1.777
H 0.633 3.694 -0.346
H -1.323 5.638 -1.619
H -0.413 4.321 -2.329
C 4.636 5.208 -2.675
C 3.578 4.195 -3.039
C 4.058 2.943 -3.838
O 3.509 1.858 -3.108
C 2.911 2.303 -1.990
O 2.321 1.659 -1.175
O 3.108 3.603 -1.833
H 4.368 5.941 -1.919
H 5.107 5.598 -3.581
H 5.538 4.763 -2.229
H 2.722 4.685 -3.507
H 5.148 2.888 -3.813
H 3.721 3.044 -4.869